No. 1
Entry from the Open Molecules 2025 dataset: a 3-piece molecular cluster, H7O3 overall in a non-equilibrium geometry (ωB97M-V/def2-TZVPD).

## Properties
* highest occupied orbital energy: -16.62 eV
* energy: -6248.6189 eV
* LUMO: -3.891 eV
* net charge: +1
* frontier orbital gap: 12.73 eV
* relative energy (zero: lowest compared OMol25 entry of this formula, charge and spin): 18.5 kcal/mol

The geometry in XYZ format:
```
10
H7O3 | the Open Molecules 2025 dataset | ωB97M-V/def2-TZVPD
O -1.1742 1.1755 1.9582
H -1.5107 0.8475 2.8090
H -0.2709 1.5319 2.0805
O 1.4288 -0.4339 -1.7580
H 1.3552 0.1676 -2.6174
H 1.7894 -1.3660 -1.9322
O -0.3473 -0.5293 -0.0851
H 0.6036 -0.3900 -0.6229
H -1.0902 -1.0433 -0.4372
H -0.7839 0.0400 0.6052
```

***

No. 2
Entry from the Open Molecules 2025 dataset: a 4-piece molecular cluster, H7O3S overall in a non-equilibrium geometry (ωB97M-V/def2-TZVPD).

## Properties
* highest occupied orbital energy: -3.23 eV
* energy: -17092.5576 eV
* LUMO: 3.261 eV
* net charge: -1
* frontier orbital gap: 6.49 eV
* relative energy (zero: lowest compared OMol25 entry of this formula, charge and spin): 24.7 kcal/mol

The geometry in XYZ format:
```
11
H7O3S | the Open Molecules 2025 dataset | ωB97M-V/def2-TZVPD
S -1.5817 -0.3857 -1.5288
H -2.3328 0.6319 -2.0482
H 2.3772 -0.6440 3.4455
H 0.9687 0.0791 3.0807
O 1.4294 -0.6224 3.6386
H -0.9907 0.5329 0.6383
H -0.8577 -0.2555 2.0374
O -0.9986 0.5478 1.6086
H 1.3642 0.5093 -2.2602
H 2.7187 0.9194 -1.8170
O 2.3268 0.6243 -2.5740
```

***

No. 3
Entry from the Open Molecules 2025 dataset: H7O4 as an isolated structure (ωB97M-V/def2-TZVPD).

## Properties
* highest occupied orbital energy: -4.97 eV
* energy: -8304.9899 eV
* LUMO: 4.487 eV
* net charge: -1
* frontier orbital gap: 9.46 eV
* relative energy (zero: lowest compared OMol25 entry of this formula, charge and spin): 4.8 kcal/mol

The geometry in XYZ format:
```
11
H7O4 | the Open Molecules 2025 dataset | ωB97M-V/def2-TZVPD
O 1.8143 -0.0312 -0.2068
H 1.9962 -0.4692 -1.0496
O -0.1323 1.3622 -0.7398
H 0.2296 2.1700 -0.3564
H 0.7930 0.6894 -0.5656
O 0.7841 -2.2713 0.6761
H 0.1244 -2.0239 1.3393
H 1.1395 -1.3489 0.3746
O -2.6477 0.6553 0.0746
H -1.8706 1.1008 -0.3401
H -2.2305 0.1669 0.7938
```

***

No. 4
Entry from the Open Molecules 2025 dataset: a 40-piece molecular cluster, H80O40 overall in a non-equilibrium geometry (ωB97M-V/def2-TZVPD).

## Properties
* highest occupied orbital energy: -10.67 eV
* energy: -83196.6683 eV
* LUMO: -0.963 eV
* frontier orbital gap: 9.70 eV
* relative energy (zero: lowest compared OMol25 entry of this formula, charge and spin): 210.9 kcal/mol

The geometry in XYZ format:
```
120
H80O40 | the Open Molecules 2025 dataset | ωB97M-V/def2-TZVPD
H 3.0292 4.7579 -2.4630
H 4.1583 3.5533 -1.7538
O 3.3817 4.1328 -1.8382
H 5.8917 0.2663 0.8332
H 5.3353 1.3948 1.8313
O 5.9791 0.7282 1.6602
H 2.1351 5.7522 0.8503
H 2.5797 4.9188 -0.3303
O 2.2498 4.8386 0.5767
H -3.0824 2.0421 -2.9912
H -3.2961 0.6681 -2.4733
O -2.5858 1.2216 -2.8511
H -4.1908 -0.1216 5.2291
H -3.0051 0.2859 4.2987
O -3.1461 -0.0939 5.1957
H -3.8018 -1.4261 -1.3413
O -4.4674 -0.7759 -1.5705
H 2.8212 -4.4369 -3.5224
O 2.7919 -3.9684 -2.6705
H -0.0515 1.3098 -0.8453
H -0.4450 1.0095 0.5236
O -0.0277 1.7348 0.0194
H -4.7173 -0.5309 3.1574
H -5.3507 0.7744 3.4229
O -5.2503 -0.0827 3.8607
H -3.3377 4.4683 -2.6528
H -4.1424 3.5654 -1.6160
O -3.6873 3.5967 -2.4803
H 6.3504 2.3249 -1.0266
H 5.1754 2.7831 -0.2123
O 5.4240 2.5315 -1.1614
H -0.5122 -4.9204 0.7457
O -1.3731 -5.1762 1.0736
H -1.4583 3.4263 0.0272
H -2.7699 3.7421 0.8466
O -2.3087 3.9547 0.0027
H 3.0287 2.9175 -4.6692
H 2.6674 1.8829 -3.7217
O 2.2111 2.4538 -4.3615
H -2.6139 -1.5800 3.6249
H -1.8112 -1.2106 2.2800
O -2.1439 -1.8928 2.8700
H -5.5661 -3.6941 -1.3142
H -4.2839 -4.0632 -2.1839
O -5.0417 -3.4889 -2.0845
H -0.4562 0.4825 -1.8971
H 0.6069 -0.3113 -0.9675
O -0.3257 -0.1202 -1.1438
H 1.4060 -5.3449 2.0838
H 0.9394 -5.8370 0.8268
O 0.9845 -6.1616 1.7360
H 2.9522 -1.1135 -4.3756
O 2.7963 -1.2433 -3.4360
H 2.4639 2.3903 3.2742
H 3.0998 3.6725 2.6523
O 2.9338 3.2025 3.4809
H -3.2182 -3.2035 1.9041
O -4.1784 -3.4321 1.9451
H -1.3179 1.5603 2.0141
H -1.2096 0.1481 2.6735
O -1.5545 0.6379 1.8770
H -1.2242 4.0298 3.6457
H -1.6280 3.0509 4.6509
O -2.0282 3.7281 4.0742
H 4.1211 3.3963 0.7231
H 2.8154 2.9427 0.5481
O 3.7008 2.4969 0.7128
H -0.1955 5.0606 -3.8033
H -1.1030 4.7063 -2.4604
O -0.6368 5.3337 -3.0042
H 0.0532 -0.5976 -5.5276
H 1.0221 0.4806 -5.9677
O 0.9910 -0.4022 -5.5987
H -1.6317 6.1765 0.8910
H -0.7781 6.0739 2.1292
O -0.8594 6.5628 1.3094
H 0.0910 4.4286 1.4037
H 0.6552 3.1289 1.8768
O -0.1167 3.6957 1.9883
H -2.4429 -0.1054 -5.7249
H -2.2985 0.0101 -4.1487
O -2.1460 -0.5369 -4.9290
H 0.2930 -2.1697 0.0229
H 0.3286 -1.8629 1.6390
O 0.4132 -1.5439 0.7416
H -0.1784 -1.9589 -1.9259
H 0.7286 -3.1395 -2.3959
O -0.0403 -2.9015 -1.8512
H -4.4614 -4.7314 -0.3324
O -3.5694 -5.0431 -0.4141
H 4.7231 0.1897 -2.0985
H 6.4990 0.2662 -2.3611
O 5.6133 -0.0664 -2.3490
H 3.5156 -0.8783 -2.9010
H -4.9184 -1.3856 -2.1994
H -4.1258 -4.2719 2.4061
H 3.2351 -3.1279 -2.8676
H -1.3309 -6.1249 1.1814
H -2.9949 -4.7112 0.2945
O -4.5204 1.8727 -0.3856
H -3.6238 1.5484 -0.3173
H -5.1085 1.2125 -0.8447
O 4.9210 -4.4114 0.2922
H 3.9543 -4.5459 0.3133
H 4.8771 -3.4566 0.1966
O -2.5238 -1.6323 0.1427
H -1.6880 -1.1555 0.3136
H -2.3363 -1.9979 -0.7644
O 2.7755 -2.8205 4.8950
H 2.9252 -3.2277 5.7537
H 1.9148 -3.2459 4.7089
O 1.4734 0.7430 1.9077
H 2.2887 0.1712 1.9913
H 1.5178 1.0733 0.9985
O 0.3129 -3.8328 3.6596
H -0.3472 -4.0111 2.9854
H 0.5081 -4.6880 4.0740
O 1.7817 -4.4925 -0.0263
H 2.0590 -3.5823 0.2112
H 2.0836 -4.6205 -0.9254
```

***

No. 5
Entry from the Open Molecules 2025 dataset: a 40-piece molecular cluster, H80O40 overall in a non-equilibrium geometry (ωB97M-V/def2-TZVPD).

## Properties
* highest occupied orbital energy: -10.31 eV
* energy: -83197.4182 eV
* LUMO: -0.442 eV
* frontier orbital gap: 9.87 eV
* relative energy (zero: lowest compared OMol25 entry of this formula, charge and spin): 193.6 kcal/mol

The geometry in XYZ format:
```
120
H80O40 | the Open Molecules 2025 dataset | ωB97M-V/def2-TZVPD
H -4.3788 -2.5584 -1.9555
H -3.2378 -1.9166 -1.0922
O -3.6522 -2.7456 -1.3568
H 2.4678 -3.4354 -3.6718
H 2.5052 -4.4089 -2.3957
O 2.9970 -4.0255 -3.1493
H -3.7653 3.3717 1.1052
H -3.1970 3.2849 2.4106
O -2.9488 3.0345 1.5035
H 0.5095 -3.3158 -4.7023
H -0.7005 -4.1430 -4.1152
O 0.2658 -4.1924 -4.3968
H -2.5899 -2.5397 1.9237
H -3.7691 -3.2580 1.4639
O -2.9600 -3.4326 1.9834
H 1.6466 -1.5322 5.8053
O 0.6826 -1.4901 5.8995
H 0.7064 -0.1729 -2.9701
O 0.7766 -0.6050 -2.1254
H -1.0128 4.0106 4.1680
H -1.5366 3.2288 5.4396
O -1.7357 3.8953 4.7881
H 1.3367 3.1074 5.0889
H 0.6697 2.0814 4.1764
O 0.8026 3.0317 4.3041
H -1.8418 -3.5324 -3.0684
H -2.8216 -3.3654 -4.4565
O -1.9702 -3.2815 -4.0318
H -2.3268 3.8648 -0.8529
H -2.3692 3.1022 -1.9621
O -3.0384 3.3689 -1.3057
H -2.0209 0.0487 3.8100
O -1.1471 -0.2959 3.5801
H 2.8791 4.8304 0.0878
H 1.5795 4.1475 0.6152
O 2.5096 4.2747 0.7799
H 2.8164 0.0691 3.0241
H 1.5625 -0.2822 2.1942
O 1.8720 -0.1092 3.0815
H 0.4499 -4.4450 4.9065
H -0.4437 -4.0084 3.6681
O 0.1300 -3.7067 4.3861
H -0.7015 1.4081 -0.3776
H 0.3407 0.4075 -0.8539
O 0.2180 1.1620 -0.2241
H 6.2326 2.1498 -1.3113
H 5.7735 1.3794 -0.1344
O 6.5899 1.7631 -0.4977
H -4.9995 -2.0798 2.0011
H -6.1208 -1.9997 0.9987
O -5.8766 -2.4340 1.8249
H 2.5946 -2.5298 1.9114
O 1.7570 -2.7686 1.5159
H -2.8385 0.8285 -3.4998
H -1.2628 1.3093 -3.1428
O -2.2016 1.4520 -3.1667
H 3.0783 2.1713 0.6468
O 3.9944 2.1099 0.3286
H -2.5990 -4.0628 -1.0322
H -1.1259 -4.2806 -0.9960
O -1.8570 -4.3665 -1.6357
H 2.9452 -2.0704 -2.3246
H 3.4351 -1.3656 -0.9011
O 3.0377 -1.2970 -1.7724
H -0.2243 -0.2506 1.5405
H -0.1036 -1.4899 0.5715
O -0.7057 -0.8919 1.0174
H 2.3704 -1.5814 -5.9909
H 2.6212 -1.9043 -4.3565
O 2.2999 -1.3636 -5.0656
H -4.1374 0.8690 2.9294
H -5.5697 0.4250 2.5253
O -5.0349 1.1983 2.7275
H 2.3794 1.5690 -3.6174
H 0.9575 2.2705 -3.6416
O 1.5995 1.7914 -3.1084
H -1.3437 -1.6621 -4.1597
H -0.6046 -0.7094 -5.1221
O -1.3317 -0.7310 -4.4942
H 1.5919 -4.7315 -1.0056
H 2.3789 -6.0643 -1.4967
O 2.3853 -5.2999 -0.9174
H 5.6909 -2.9421 0.7549
H 4.9884 -3.0637 2.0712
O 4.8205 -2.8379 1.1482
H -3.6849 2.0835 4.2292
H -2.5083 1.1585 5.0824
O -3.2494 1.2715 4.4930
H -0.0120 3.9333 -5.0460
O 0.7251 4.5254 -4.8969
H 1.2380 3.4699 -1.7519
H 0.1967 3.5444 -0.6528
O 0.3786 3.8625 -1.5534
H 1.1233 -3.1429 2.1405
H 0.5290 -1.8589 5.0121
H 4.2019 3.0188 0.5778
H 1.7957 -0.4875 -1.8395
H -0.6949 -0.7372 4.3005
H 0.6037 5.1932 -4.2382
O 0.8395 6.1465 1.1020
H 1.5557 6.5777 1.5510
H 0.1367 6.6497 0.6966
O 0.5828 -3.3232 -0.7693
H 0.6034 -2.4478 -1.1940
H 0.8593 -3.2699 0.1751
O -0.8288 -5.7515 2.8039
H -0.1630 -5.6663 2.1098
H -1.6472 -5.7028 2.2909
O -1.4903 6.3563 -1.9013
H -2.3335 6.0785 -2.2610
H -0.7581 5.9374 -2.3594
O 4.3315 3.1263 -2.0140
H 3.7259 3.1012 -2.7640
H 4.0261 2.3442 -1.4852
O -3.4410 -0.5189 0.6850
H -2.7164 -0.4257 1.3231
H -3.2825 0.2527 0.1276
O -0.5594 3.0788 0.8861
H -0.7028 3.8646 1.4195
H -0.5239 2.3175 1.4688
```

***

No. 6
Entry from the Open Molecules 2025 dataset: H80O40 as an isolated structure in a non-equilibrium geometry (ωB97M-V/def2-TZVPD).

## Properties
* highest occupied orbital energy: -9.88 eV
* energy: -83196.9297 eV
* LUMO: -0.301 eV
* frontier orbital gap: 9.58 eV
* relative energy (zero: lowest compared OMol25 entry of this formula, charge and spin): 204.9 kcal/mol

The geometry in XYZ format:
```
120
H80O40 | the Open Molecules 2025 dataset | ωB97M-V/def2-TZVPD
H -5.8162 1.5022 -0.1514
H -5.0054 0.2698 -0.4470
O -4.9059 1.2185 -0.2626
H -4.4864 -0.4331 4.7244
H -4.3133 -1.9085 5.0380
O -4.8129 -1.3118 4.4657
H -6.0326 -0.8882 -2.7948
H -5.6892 -2.0485 -1.8915
O -5.5764 -1.1053 -1.9696
H -1.3611 1.0353 -3.2165
H -0.0375 0.9755 -4.0365
O -0.6282 1.5654 -3.5413
H 2.9467 -6.0917 0.7310
H 2.8272 -5.8952 -0.8741
O 2.4351 -6.2599 -0.0850
H 2.2463 0.9974 -4.5795
O 2.0616 0.2935 -5.2146
H 0.1071 4.8871 0.6262
O 0.6934 5.5147 0.2517
H -2.2142 0.1498 1.2125
H -1.4591 0.4288 -0.1955
O -1.9724 -0.1714 0.3308
H 3.6630 -2.4722 -2.6611
H 5.1697 -2.5640 -2.6029
O 4.4023 -2.6916 -2.0600
H -3.6360 1.2351 -4.5800
H -2.5078 2.1988 -3.7753
O -3.3804 2.0156 -4.1123
H -2.4224 1.4464 3.4726
H -3.5550 2.5029 3.3048
O -3.3615 1.5650 3.4114
H 4.6470 -0.8219 2.2802
O 4.9048 -1.2452 3.1094
H -0.4672 -1.4545 -2.2772
H 0.7856 -1.7271 -3.1499
O 0.0392 -1.0935 -3.0147
H -3.4008 4.4287 -1.9415
H -4.1716 3.2284 -2.3881
O -4.0459 3.8043 -1.6209
H 2.9667 -3.7525 2.1491
H 2.4640 -4.9754 3.0833
O 2.6636 -4.6664 2.1961
H 3.1225 1.3669 -2.5274
H 4.5400 1.4816 -3.0203
O 3.6098 1.4758 -3.3549
H 0.9534 0.5664 -1.0073
H 1.6246 2.0137 -0.7485
O 1.7083 1.0593 -0.6910
H 2.9902 1.1605 6.0797
H 3.5755 1.1587 4.7503
O 2.8981 0.6421 5.2654
H -1.0416 2.9898 0.9608
O -0.6902 2.0779 0.8157
H -5.1708 -2.9899 2.0093
H -6.3661 -2.0644 1.5673
O -5.9632 -2.9297 1.4850
H 3.7119 -3.0955 -0.3348
O 3.7713 -2.4427 0.3864
H 1.9681 -4.2624 -1.2650
H 0.3520 -4.4833 -1.2824
O 1.1362 -4.1377 -1.7124
H -2.7136 -4.5998 0.8099
H -2.9524 -3.1429 0.2065
O -2.7473 -3.6572 0.9969
H -3.8826 -1.4409 2.3374
H -3.3621 -1.1107 0.9829
O -4.0913 -0.9003 1.5821
H -2.1810 0.6632 -1.3676
H -3.5490 0.7927 -1.7708
O -2.7069 0.4663 -2.1493
H 0.6429 5.4175 -2.0695
H 1.9169 5.4792 -2.8555
O 1.1818 6.0343 -2.5781
H -3.8092 -0.1289 -4.8832
H -3.7175 -1.3698 -5.7435
O -4.3558 -0.7858 -5.3367
H -3.4681 -2.3606 -2.1590
H -2.7812 -1.1754 -1.4796
O -2.8576 -2.1543 -1.4562
H 1.9405 3.0110 -2.5606
H 0.7148 2.4318 -2.8976
O 1.0318 3.1054 -2.2377
H 0.5058 -0.7677 2.8610
H -0.3805 -1.3323 1.7565
O 0.2253 -0.5943 1.9399
H 1.9282 2.2476 1.2242
H 2.1310 0.8293 1.8800
O 2.4164 1.7539 1.8619
H 6.1302 0.5337 -2.2056
O 6.0541 1.4778 -2.2106
H -2.4507 3.4634 -0.0432
H -2.7526 4.8002 -0.2283
O -2.3174 4.2995 0.4716
H -0.1726 2.0682 1.6323
H 2.4033 0.5884 -6.0636
H 3.1029 -1.8380 0.0489
H 0.3328 6.4028 0.3422
H 5.4376 -1.9737 2.7805
H 6.3396 1.8010 -1.3583
O 2.2685 -2.1994 -3.8110
H 1.5732 -2.5248 -4.4110
H 2.5702 -1.4520 -4.3799
O 0.9416 2.6775 4.6302
H 1.0741 2.9396 3.7192
H 1.6791 2.0687 4.8364
O 4.2836 0.4163 -0.6563
H 4.0967 0.8535 0.1934
H 3.3233 0.4831 -0.8966
O 1.1892 -2.6236 4.8025
H 1.5666 -1.8693 4.3231
H 0.5534 -3.0671 4.2484
O -1.6133 -2.1265 2.8150
H -1.8118 -3.0065 2.5433
H -2.0812 -1.7733 3.5602
O 2.0857 -1.0136 3.6446
H 2.0515 -1.4699 2.7918
H 2.9164 -1.1478 4.1210
O 3.9234 2.8035 3.8507
H 4.4995 3.5663 3.6999
H 3.6023 2.7694 2.9217
```

***

- Which value of highest occupied orbital energy does entry 4 give?
  -10.67 eV